1.
{"formula": "C9H14O", "method": "wB97M-V/def2-TZVPD", "species": ["C", "C", "H", "H", "H", "H", "H", "H", "C", "C", "C", "C", "C", "C", "C", "O", "H", "H", "H", "H", "H", "H", "H", "H"], "positions_angstrom": [[-2.2341, 1.0837, -2.2505], [-2.5351, 1.1475, -0.7564], [-2.6777, 1.8799, -2.8389], [-1.1510, 1.0565, -2.4126], [-2.6075, 0.1334, -2.6442], [-2.2458, 0.1868, -0.3155], [-3.5991, 1.2698, -0.5550], [-1.9750, 1.9114, -0.2208], [0.4484, 0.8919, 2.6209], [0.9576, 0.5620, 0.1954], [0.9400, 0.0332, 1.4949], [1.3380, -0.2568, -0.9314], [1.3538, -1.2619, 1.7140], [1.7473, -1.5464, -0.6918], [1.8099, -2.0605, 0.6070], [2.1566, -2.3452, -1.7679], [0.6743, 1.6036, 0.0567], [1.3056, 0.1572, -1.9269], [0.6435, 0.4275, 3.5973], [-0.6119, 1.1633, 2.5963], [1.3604, -1.6358, 2.7296], [2.2105, -3.0649, 0.7406], [1.6956, -3.1849, -1.6523], [0.9957, 1.8487, 2.6113]], "lowdin_spin": [0.00, 0.00, 0.00, 0.00, 0.00, 0.00, 0.00, 0.00, 0.01, 0.23, 0.05, 0.15, 0.15, 0.06, 0.21, 0.02, 0.03, 0.01, 0.00, 0.00, 0.01, 0.03, 0.01, 0.00], "gap_ev": [3.016, 7.190], "e_above_lowest_kcal_mol": 0.7, "e_homo_ev": [0.8, -3.4], "fmax_ev_per_a": 0.9, "total_charge": -1, "total_energy_ev": -11606.286, "multiplicity": 2, "s_squared": 0.760}

2.
{"formula": "C5H9NOS", "method": "wB97M-V/def2-TZVPD", "species": ["C", "N", "C", "C", "C", "O", "S", "C", "H", "H", "H", "H", "H", "H", "H", "H", "H"], "positions_angstrom": [[2.9476, -0.8378, -0.0018], [1.8136, 0.0844, -0.3290], [0.5567, -0.3883, -0.6929], [-0.6501, 0.2961, -0.5085], [-0.7167, 1.7605, -0.4190], [0.1774, 2.5203, -0.2536], [-1.9773, -0.6016, -0.8905], [-2.9253, -0.3908, 0.7133], [3.9607, -0.9799, -0.6380], [2.7366, -1.9142, 0.3567], [3.3742, -0.1736, 1.0100], [1.7659, 1.0317, 0.2540], [0.3763, -1.4546, -0.9332], [-1.8613, 1.9706, -0.8084], [-3.8561, -1.0055, 0.8207], [-3.4445, 0.6547, 0.7901], [-2.2777, -0.5717, 1.5300]], "lowdin_charge": [-0.13, -0.08, -0.14, -0.68, -0.34, 0.04, 0.85, -0.36, 0.10, 0.08, 0.13, 0.17, 0.11, 0.14, 0.04, 0.07, 0.01], "gap_ev": 8.319, "e_above_lowest_kcal_mol": 86.9, "e_homo_ev": -7.9, "smiles": "CN/C=C(\\C=O)SC", "fmax_ev_per_a": 4.7, "total_energy_ev": -19700.533}

3.
{"formula": "C10H13N", "method": "wB97M-V/def2-TZVPD", "species": ["C", "C", "C", "C", "C", "C", "C", "C", "C", "C", "N", "H", "H", "H", "H", "H", "H", "H", "H", "H", "H", "H", "H", "H"], "positions_angstrom": [[2.7556, -0.2833, -0.1176], [-2.3025, -0.3556, -0.4244], [-1.7590, 0.0047, 0.9814], [-1.1267, -0.3398, -1.4235], [0.8062, 0.3628, 1.3921], [0.0394, -1.7849, 0.2835], [1.6697, 0.5341, 0.1525], [-0.3010, -0.5048, 0.8703], [0.0140, -0.6075, -0.6062], [1.8511, 1.8998, -0.5131], [3.5784, -1.0292, -0.3942], [-2.8079, -1.2900, -0.3993], [-3.0155, 0.3562, -0.8641], [-1.9541, 1.0777, 1.1951], [-2.2784, -0.6092, 1.6611], [-1.4753, -1.1421, -2.1301], [-1.1053, 0.6108, -1.9030], [1.3290, -0.1354, 2.2623], [0.4760, 1.3153, 1.5998], [0.9862, -2.2920, 0.4503], [-0.8738, -2.3397, 0.0908], [1.9688, 1.7039, -1.5501], [2.6822, 2.4764, -0.1887], [0.8425, 2.3717, -0.4252]], "lowdin_charge": [-0.26, -0.18, -0.08, -0.16, -0.08, -0.01, -0.25, -0.38, -0.13, -0.03, 0.17, 0.09, 0.11, 0.13, 0.09, 0.13, 0.10, 0.15, 0.08, 0.12, 0.13, 0.07, 0.08, 0.10], "gap_ev": 8.892, "e_above_lowest_kcal_mol": 108.3, "e_homo_ev": -8.6, "fmax_ev_per_a": 4.5, "total_energy_ev": -12066.373}

4.
{"formula": "C36H41FO19", "method": "wB97M-V/def2-TZVPD", "species": ["C", "C", "O", "C", "C", "O", "C", "C", "C", "C", "C", "F", "C", "C", "C", "C", "C", "O", "C", "C", "C", "C", "C", "C", "C", "O", "H", "H", "H", "H", "H", "H", "H", "H", "H", "H", "H", "H", "H", "H", "H", "H", "H", "H", "H", "H", "H", "O", "C", "O", "C", "C", "O", "H", "H", "H", "H", "O", "C", "O", "C", "C", "O", "H", "H", "H", "H", "O", "C", "O", "C", "C", "O", "H", "H", "H", "H", "O", "C", "O", "C", "C", "O", "H", "H", "H", "H", "O", "C", "O", "C", "C", "O", "H", "H", "H", "H"], "positions_angstrom": [[3.2302, -0.3095, -0.7998], [2.0347, 0.5354, -1.2084], [1.5672, 0.1974, -2.5068], [1.0552, 1.3289, -3.1876], [0.2545, 0.8421, -4.3991], [-1.1361, 1.1459, -4.2931], [-1.7607, 0.3252, -3.3983], [-1.8026, -1.0400, -3.5814], [-2.3998, -1.8973, -2.7023], [-3.0114, -1.3906, -1.5745], [-3.6577, -2.3730, -0.5803], [-3.4257, -3.6490, -1.0887], [-3.0534, -2.1663, 0.8234], [-2.7964, -3.4681, 1.6241], [-3.0122, -0.0307, -1.3892], [-2.3787, 0.8292, -2.2830], [-2.3872, 2.3137, -1.9800], [-2.4309, 3.1605, -2.8523], [-2.2950, 2.6393, -0.5152], [-1.6162, 3.7220, -0.0164], [-1.6175, 3.9539, 1.3336], [-2.2854, 3.1262, 2.2015], [-2.9622, 2.0278, 1.7110], [-2.9564, 1.8088, 0.3621], [-3.6886, 0.6234, -0.2220], [-4.7494, 0.2628, 0.2613], [2.9636, -1.3687, -0.7638], [3.5143, -0.0009, 0.2123], [4.0945, -0.1712, -1.4552], [2.3191, 1.5947, -1.1287], [1.2255, 0.3509, -0.4901], [0.4072, 1.9431, -2.5448], [1.9019, 1.9400, -3.5317], [0.4624, -0.2283, -4.5094], [0.6316, 1.3273, -5.3012], [-1.3072, -1.4546, -4.4549], [-2.3798, -2.9534, -2.9284], [-4.7337, -2.1847, -0.6270], [-2.1405, -1.5700, 0.7487], [-3.7556, -1.5682, 1.4042], [-2.7957, -4.3714, 1.0163], [-3.4814, -3.5228, 2.4731], [-1.8026, -3.3771, 2.0760], [-1.0927, 4.4054, -0.6772], [-1.0918, 4.7927, 1.7734], [-2.3202, 3.2992, 3.2713], [-3.5219, 1.3620, 2.3588], [1.3860, -0.6659, 1.6993], [1.4982, -1.6355, 2.3805], [1.9741, -2.8262, 1.9509], [2.1702, -3.6617, 3.1009], [1.2192, -3.0602, 4.1036], [1.1629, -1.6874, 3.6932], [1.9462, -4.6929, 2.8736], [3.2137, -3.5846, 3.4169], [0.2209, -3.4897, 4.0409], [1.5767, -3.1437, 5.1276], [0.2954, -5.8389, 3.4831], [-0.6917, -6.4964, 3.3673], [-0.7064, -7.8436, 3.2586], [-2.0661, -8.2750, 3.3697], [-2.8316, -7.0429, 2.9502], [-1.9432, -5.9868, 3.3258], [-2.2546, -9.1303, 2.7257], [-2.2625, -8.5598, 4.4050], [-2.9967, -6.9981, 1.8721], [-3.7877, -6.9436, 3.4583], [3.7571, 1.7773, -5.7003], [3.4208, 1.0795, -6.5979], [2.2822, 1.2546, -7.3270], [2.3483, 0.3639, -8.4437], [3.2927, -0.7090, -7.9583], [4.1164, -0.0003, -7.0345], [1.3610, -0.0216, -8.6875], [2.7400, 0.9085, -9.3052], [2.7776, -1.5127, -7.4281], [3.8905, -1.1394, -8.7585], [0.0728, 6.7552, 2.9428], [-0.8106, 7.4767, 2.6125], [-1.6445, 7.2366, 1.5689], [-2.7044, 8.1941, 1.6308], [-2.0780, 9.3251, 2.4117], [-1.1207, 8.6454, 3.2260], [-3.0154, 8.4909, 0.6321], [-3.5545, 7.7458, 2.1487], [-1.5543, 10.0373, 1.7710], [-2.7959, 9.8634, 3.0260], [6.8536, -1.3758, 2.4048], [6.1331, -0.5437, 2.8465], [6.5535, 0.6214, 3.4048], [5.4063, 1.4500, 3.6019], [4.2833, 0.4432, 3.6693], [4.7771, -0.6285, 2.8627], [5.5040, 2.0360, 4.5127], [5.3104, 2.1281, 2.7516], [4.1126, 0.0726, 4.6824], [3.3464, 0.8266, 3.2704]], "lowdin_charge": [-0.07, -0.28, -0.14, -0.17, -0.13, -0.02, -0.22, 0.02, 0.01, -0.10, -0.24, -0.03, -0.15, -0.07, -0.04, 0.00, -0.25, 0.14, -0.09, 0.00, -0.06, -0.05, -0.01, -0.10, -0.26, 0.11, 0.08, 0.06, 0.08, 0.12, 0.10, 0.13, 0.12, 0.12, 0.12, 0.13, 0.12, 0.15, 0.12, 0.10, 0.06, 0.07, 0.06, 0.13, 0.09, 0.11, 0.12, 0.14, -0.57, 0.07, -0.11, -0.12, 0.05, 0.10, 0.14, 0.11, 0.13, 0.15, -0.54, 0.08, -0.11, -0.12, 0.05, 0.13, 0.13, 0.13, 0.14, 0.17, -0.56, 0.04, -0.12, -0.12, 0.06, 0.13, 0.13, 0.13, 0.13, 0.16, -0.57, 0.04, -0.12, -0.12, 0.06, 0.13, 0.13, 0.13, 0.13, 0.17, -0.56, 0.06, -0.12, -0.12, 0.05, 0.13, 0.13, 0.13, 0.13], "gap_ev": 8.525, "e_above_lowest_kcal_mol": 0.0, "e_homo_ev": -8.7, "smiles": "CCOCCOc1ccc([C@@H](F)CC)c2c1C(=O)c1ccccc1C2=O.O=C1OCCO1.O=C1OCCO1.O=C1OCCO1.O=C1OCCO1.O=C1OCCO1", "fmax_ev_per_a": 1.8, "total_energy_ev": -79616.469}

5.
{"formula": "C5H9O3", "method": "wB97M-V/def2-TZVPD", "species": ["H", "C", "H", "C", "C", "C", "C", "O", "O", "O", "H", "H", "H", "H", "H", "H", "H"], "positions_angstrom": [[-0.1084, 1.4850, 0.3413], [-1.8935, 0.4871, -0.4007], [-1.6445, 1.0769, -1.2822], [-1.3634, -0.7886, -0.0740], [-0.0378, -1.1278, -0.2540], [0.4969, -2.4672, 0.1111], [0.9993, -0.1164, -0.6928], [1.5932, 0.5969, 0.3921], [0.8021, 1.8051, 0.4984], [-2.6221, 1.1455, 0.5114], [-2.0211, -1.5215, 0.4270], [1.5607, -2.5105, -0.1330], [0.3939, -2.6894, 1.1802], [0.0061, -3.2507, -0.4717], [1.8838, -0.6263, -1.0770], [0.5822, 0.5484, -1.4894], [-2.8463, 2.0491, 0.1863]], "lowdin_spin": [0.01, 0.46, 0.02, 0.01, 0.20, 0.03, 0.02, 0.02, 0.01, 0.18, 0.01, 0.00, 0.01, 0.01, 0.00, 0.01, 0.00], "gap_ev": [7.562, 9.973], "e_above_lowest_kcal_mol": 92.0, "e_homo_ev": [-7.1, -9.7], "fmax_ev_per_a": 1.9, "total_energy_ev": -11467.895, "multiplicity": 2, "s_squared": 0.778}

6.
{"formula": "C37H43Cl2N4O2Zr", "method": "wB97M-V/def2-TZVPD", "species": ["Zr", "O", "C", "N", "C", "O", "C", "C", "C", "C", "C", "N", "C", "C", "C", "C", "C", "N", "H", "H", "H", "H", "H", "H", "H", "H", "Cl", "C", "Cl", "H", "H", "C", "C", "C", "C", "C", "C", "H", "H", "H", "H", "H", "H", "H", "H", "H", "C", "C", "C", "C", "C", "C", "C", "C", "N", "C", "C", "C", "C", "C", "C", "C", "C", "C", "C", "H", "H", "H", "H", "H", "H", "H", "H", "H", "H", "H", "H", "H", "H", "H", "H", "H", "H", "H", "H", "H", "H", "H", "H"], "positions_angstrom": [[0.6377, -0.2372, 0.7915], [3.7999, -2.6609, 2.3498], [3.0423, -2.3571, 1.4576], [2.6748, -1.0597, 1.1507], [2.7729, -0.1079, 2.1213], [2.7615, 1.0723, 1.7829], [2.1832, -0.5140, 3.4501], [2.7143, -0.3466, 4.7066], [1.9252, -0.7236, 5.7835], [0.6507, -1.2217, 5.5522], [0.1885, -1.3204, 4.2535], [0.9417, -0.9766, 3.2038], [2.4128, -3.3478, 0.5366], [2.9498, -4.6105, 0.3709], [2.3715, -5.4458, -0.5705], [1.2917, -4.9750, -1.2997], [0.8025, -3.7045, -1.0362], [1.3412, -2.8978, -0.1208], [3.7121, 0.0482, 4.8281], [2.2979, -0.6339, 6.7949], [0.0151, -1.5281, 6.3703], [-0.8042, -1.6934, 4.0393], [3.8069, -4.8998, 0.9625], [2.7629, -6.4394, -0.7420], [0.8235, -5.5808, -2.0627], [-0.0533, -3.3220, -1.5761], [-2.5426, -0.3486, 2.4764], [-3.7880, 0.0946, 1.2688], [-3.3953, 1.5870, 0.4222], [-4.7164, 0.2281, 1.8103], [-3.8490, -0.7081, 0.5441], [-1.1050, 4.9592, 1.4950], [-0.7933, 3.9842, 2.6400], [-2.0504, 3.7565, 3.4923], [0.3396, 4.5380, 3.5142], [-0.3710, 2.7045, 2.0610], [-0.0104, 1.6459, 1.5806], [-1.4235, 5.9181, 1.9067], [-1.9056, 4.5700, 0.8648], [-0.2238, 5.1249, 0.8744], [-2.3656, 4.7032, 3.9340], [-1.8486, 3.0501, 4.2985], [-2.8668, 3.3659, 2.8851], [0.0405, 5.4989, 3.9359], [1.2479, 4.6822, 2.9290], [0.5633, 3.8548, 4.3343], [-4.5650, -1.5119, -3.1428], [-3.5021, -1.6747, -2.0907], [-3.6037, -2.6823, -1.1342], [-2.6351, -2.8071, -0.1450], [-2.7599, -3.8316, 0.9495], [-1.5505, -1.9423, -0.1737], [-1.3655, -0.9620, -1.1677], [-2.4067, -0.8161, -2.0876], [-0.2033, -0.1955, -1.0622], [0.5110, 0.5464, -2.1338], [0.1777, 0.1297, -3.5726], [1.0533, 0.9109, -4.5651], [0.7641, 2.4074, -4.4081], [1.1018, 2.8425, -2.9798], [2.5828, 2.5706, -2.6967], [2.8774, 1.0790, -2.8828], [2.5371, 0.6498, -4.3094], [2.0118, 0.2575, -1.9249], [0.2511, 2.0523, -1.9818], [-5.5097, -1.9493, -2.8236], [-4.2644, -2.0083, -4.0675], [-4.7324, -0.4600, -3.3733], [-4.4518, -3.3567, -1.1504], [-3.1275, -4.7799, 0.5584], [-3.4651, -3.4967, 1.7133], [-1.8014, -4.0116, 1.4384], [-0.8094, -2.1636, 0.6053], [-2.3933, -0.0170, -2.8110], [-0.8563, 0.3689, -3.8101], [0.3119, -0.9500, -3.6942], [0.7921, 0.5893, -5.5759], [-0.2888, 2.6112, -4.6252], [1.3588, 2.9801, -5.1243], [0.8946, 3.9078, -2.8560], [2.8365, 2.8810, -1.6785], [3.2067, 3.1541, -3.3785], [3.9299, 0.8790, -2.6706], [2.7669, -0.4110, -4.4481], [3.1437, 1.2096, -5.0255], [2.3637, 0.4775, -0.8979], [2.1862, -0.8135, -2.0699], [-0.8162, 2.2468, -2.1306], [0.4898, 2.3645, -0.9605]], "lowdin_charge": [1.78, 0.13, -0.44, -0.02, -0.50, 0.07, -0.20, 0.03, -0.01, -0.02, -0.11, 0.04, -0.19, 0.02, -0.03, -0.03, -0.10, 0.08, 0.14, 0.12, 0.12, 0.08, 0.13, 0.12, 0.12, 0.11, 0.58, -0.92, 0.59, 0.04, 0.00, -0.04, -0.62, -0.05, -0.04, -0.12, -0.18, 0.09, 0.08, 0.09, 0.09, 0.09, 0.06, 0.09, 0.09, 0.09, -0.03, -0.25, -0.02, -0.30, -0.03, -0.15, -0.30, 0.00, -0.13, -0.44, -0.08, -0.28, -0.11, -0.28, -0.10, -0.27, -0.11, -0.11, -0.08, 0.08, 0.09, 0.08, 0.13, 0.09, 0.08, 0.08, 0.06, 0.11, 0.10, 0.13, 0.14, 0.12, 0.12, 0.14, 0.12, 0.13, 0.15, 0.12, 0.13, 0.09, 0.12, 0.13, 0.10], "gap_ev": 7.225, "e_above_lowest_kcal_mol": 58.9, "e_homo_ev": -10.6, "fmax_ev_per_a": 0.8, "total_charge": 1, "total_energy_ev": -75443.797}